DFT (ωB97M-V/def2-TZVPD) results for a single C5H10N2O molecule.

```
! wB97M-V def2-TZVPD RIJCOSX def2/J DEFGRID3
* xyz 0 1
C 0.19 -1.10 -0.93
C 0.75 -0.06 -0.07
C 0.22 -2.56 -0.54
C -1.27 1.45 0.63
C 0.09 1.48 -0.07
N 2.03 2.11 0.95
N 0.91 2.47 0.53
O 1.41 -0.47 -1.22
H -0.63 -0.82 -1.59
H 1.22 -0.31 0.88
H 1.12 -2.78 0.01
H 0.20 -3.18 -1.44
H -0.65 -2.80 0.07
H -1.15 1.06 1.64
H -1.95 0.80 0.08
H -1.68 2.45 0.68
H -0.03 1.77 -1.12
H 2.52 2.93 1.35
*
```

Its orbital gap is 0.3618 Ha. As for the relative energy (zero: lowest compared OMol25 entry of this formula, charge and spin): 3.132 eV. Its SMILES is [H]/N=N/[C@H](C)[C@@H]1O[C@H]1C. Its strongest force on any atom is 0.071 hartree/bohr.

---

DFT (ωB97M-V/def2-TZVPD) results for 2 unconnected molecules or ions with the total composition C4H11N2O.

```
! wB97M-V def2-TZVPD RIJCOSX def2/J DEFGRID3
* xyz -1 1
C -0.80 -0.70 1.44
N 0.49 -0.96 0.85
C 1.48 0.29 0.74
O 2.28 0.27 -0.26
C -1.77 0.47 0.84
N -2.44 -0.06 -0.21
C 0.33 0.45 -2.71
H -1.39 -1.55 1.09
H -0.63 -0.49 2.49
H 0.31 -1.27 -0.10
H 0.69 1.10 1.00
H 1.91 0.31 1.78
H -2.41 0.82 1.67
H -1.10 1.32 0.58
H -0.23 -0.32 -2.16
H -0.20 1.31 -2.29
H 1.35 0.23 -2.46
H 0.10 0.29 -3.77
*
```

Its orbital gap is 0.2064 Ha. As for the relative energy (zero: lowest compared OMol25 entry of this formula, charge and spin): 5.977 eV. Its strongest force on any atom is 0.057 hartree/bohr.

---

DFT (ωB97M-V/def2-TZVPD) results for a molecular structure, C4H7Cl.

```
! wB97M-V def2-TZVPD RIJCOSX def2/J DEFGRID3
* xyz 0 1
C -0.35 1.43 0.08
C 0.11 -0.04 0.21
C -1.02 -1.03 -0.05
C 1.43 -0.47 0.13
H -0.26 1.75 -1.24
H -1.29 1.73 0.68
H 0.45 1.95 0.42
H -0.46 -1.94 -0.97
H -0.96 -1.75 1.51
H -2.08 -0.02 -0.55
H 1.53 -1.67 -0.24
Cl 2.91 0.06 0.03
*
```

Its orbital gap is 0.3079 Ha. As for the relative energy (zero: lowest compared OMol25 entry of this formula, charge and spin): 8.150 eV. Its strongest force on any atom is 0.174 hartree/bohr.

---

DFT (ωB97M-V/def2-TZVPD) results for a single C3H4N2O molecule.

```
! wB97M-V def2-TZVPD RIJCOSX def2/J DEFGRID3
* xyz 0 1
C -0.37 2.18 0.08
C -0.24 -0.83 -0.16
C 0.64 -2.06 0.14
H -1.03 3.04 0.23
H 0.44 1.94 0.80
H -1.26 -0.82 0.06
H 0.13 -2.96 0.48
N -0.50 1.37 -0.87
N 0.30 0.21 -0.69
O 1.88 -2.06 -0.07
*
```

Its orbital gap is 0.3481 Ha. As for the relative energy (zero: lowest compared OMol25 entry of this formula, charge and spin): 3.394 eV. Its SMILES is C=N/N=C/C=O. Its strongest force on any atom is 0.082 hartree/bohr.

---

DFT (ωB97M-V/def2-TZVPD) results for a molecular structure, C6H11F3O5V.

```
! wB97M-V def2-TZVPD RIJCOSX def2/J DEFGRID3
* xyz -1 1
O -1.03 2.65 1.33
V -0.03 2.21 0.17
O 1.29 3.11 0.16
C -3.05 3.80 -0.95
C -2.25 2.94 -1.92
O -0.95 2.74 -1.56
H -3.93 4.19 -1.49
H -2.52 4.74 -0.79
H -3.43 3.43 0.01
H -2.31 3.49 -2.88
H -2.83 2.03 -2.18
C 1.39 -0.82 0.48
O 0.72 -2.04 0.16
O 0.52 0.15 0.50
C 2.23 -0.94 1.78
F 2.43 0.24 2.38
F 1.68 -1.76 2.70
F 3.49 -1.40 1.52
C 1.44 -3.23 0.02
C 0.45 -4.36 0.24
H -0.53 -4.13 -0.19
H 0.88 -5.32 -0.01
H 0.07 -4.32 1.28
H 2.36 -3.26 0.60
H 1.75 -3.41 -1.03
H 2.14 -0.72 -0.34
*
```

Its orbital gap is 0.3380 Ha. Its strongest force on any atom is 0.058 hartree/bohr.

---

DFT (ωB97M-V/def2-TZVPD) results for a molecular structure, C15H13CoN3O2S5.

```
! wB97M-V def2-TZVPD RIJCOSX def2/J DEFGRID3
* xyz 0 4
Co 0.04 0.69 -0.48
O 2.22 0.84 -1.05
C 2.71 2.14 -0.78
C 1.58 3.14 -0.79
C 1.85 4.50 -0.67
C 0.80 5.39 -0.60
C -0.49 4.90 -0.68
C -0.68 3.54 -0.84
N 0.33 2.66 -0.88
H 2.78 0.18 -0.63
H 3.46 2.42 -1.53
H 3.17 2.18 0.22
H 2.88 4.83 -0.64
H 0.98 6.45 -0.49
H -1.35 5.55 -0.64
H -1.67 3.11 -0.94
O -4.74 0.43 4.28
C -3.90 0.53 3.44
S -2.20 0.87 3.78
C -1.63 0.83 2.12
C -2.56 0.59 1.15
S -2.26 0.49 -0.53
S -4.22 0.34 1.71
S 0.04 1.11 1.86
N 0.17 -6.26 0.44
C 0.16 -5.54 -0.70
S 0.25 -6.32 -2.16
C 0.12 -4.09 -0.62
C 0.13 -3.30 -1.78
C 0.24 -1.94 -1.69
N 0.33 -1.28 -0.53
C 0.25 -2.02 0.59
C 0.14 -3.39 0.60
H 0.20 -7.26 0.35
H 0.07 -5.86 1.35
H 0.10 -3.79 -2.74
H 0.28 -1.33 -2.59
H 0.32 -1.47 1.52
H 0.11 -3.89 1.55
*
```

Its orbital gap (alpha / beta) is 0.1822 / 0.1833 Ha. As for the relative energy (zero: lowest compared OMol25 entry of this formula, charge and spin): 0.579 eV. The expectation value of S² is 3.7645. Its strongest force on any atom is 0.042 hartree/bohr.

---

DFT (ωB97M-V/def2-TZVPD) results for 2 unconnected molecules or ions with the total composition C9H12FN.

```
! wB97M-V def2-TZVPD RIJCOSX def2/J DEFGRID3
* xyz 0 1
C 0.27 2.42 -1.49
C -3.03 1.52 -0.17
C -0.08 0.17 2.22
C -2.07 1.42 -1.16
C 0.38 -0.66 1.33
C 2.05 -1.62 -0.31
C -0.68 1.72 -0.69
C 1.15 -0.40 0.01
C 0.37 -0.22 -1.25
N 1.08 2.83 -2.20
F -0.61 -0.96 -1.59
H -4.03 1.27 -0.50
H -2.67 2.02 0.71
H -0.62 -0.33 2.99
H -0.24 1.28 2.15
H -2.10 1.03 -2.21
H 0.26 -1.70 1.49
H 2.72 -1.87 0.56
H 1.36 -2.55 -0.48
H 2.59 -1.47 -1.17
H -0.58 1.76 0.39
H 1.83 0.47 0.20
H 0.91 0.29 -2.11
*
```

Its orbital gap (alpha / beta) is 0.3092 / 0.3093 Ha. As for the relative energy (zero: lowest compared OMol25 entry of this formula, charge and spin): 3.706 eV. Its strongest force on any atom is 0.122 hartree/bohr.

---

DFT (ωB97M-V/def2-TZVPD) results for a molecular structure, C22H15F6N6NbO4S9.

```
! wB97M-V def2-TZVPD RIJCOSX def2/J DEFGRID3
* xyz 2 1
Nb 0.91 0.53 -1.16
N -1.69 3.18 1.20
C -0.49 3.89 1.46
C -0.18 4.95 2.28
C 1.14 5.44 2.25
C 2.09 4.92 1.39
C 1.78 3.83 0.58
C 0.49 3.31 0.63
N -0.13 2.24 -0.09
C -1.44 2.21 0.23
C -2.50 1.36 -0.27
C -3.86 1.62 -0.20
S -4.81 0.47 -1.02
C -3.37 -0.35 -1.42
N -2.24 0.17 -0.96
H -2.61 3.45 1.57
H -0.91 5.41 2.93
H 1.40 6.27 2.92
H 3.09 5.35 1.35
H 2.54 3.45 -0.10
H -4.30 2.47 0.28
H -3.33 -1.25 -2.02
S -2.24 -1.57 -7.58
C -1.61 -1.12 -6.14
S -0.91 -2.21 -4.96
C -0.50 -1.04 -3.74
C -0.77 0.29 -4.05
S -0.46 1.62 -3.00
S -1.52 0.53 -5.61
S 0.21 -1.52 -2.23
F 5.46 -1.46 0.36
C 4.76 -0.53 1.02
F 5.48 0.53 1.40
F 4.01 -1.04 2.02
S 3.45 0.12 -0.22
O 2.58 1.06 0.48
O 2.62 -1.02 -0.63
N 4.25 0.80 -1.45
S 3.17 1.32 -2.58
O 2.36 0.27 -3.18
O 2.27 2.32 -2.03
C 4.20 2.10 -4.00
F 3.27 2.49 -4.90
F 4.98 1.13 -4.48
F 4.89 3.12 -3.46
N -1.42 -2.52 0.25
C -0.73 -1.97 1.24
S 0.23 -0.52 1.15
N -0.76 -2.55 2.49
C -1.47 -3.66 2.95
C -2.00 -3.61 4.24
C -2.71 -4.68 4.75
C -2.88 -5.83 3.98
C -2.36 -5.89 2.69
C -1.64 -4.83 2.19
H -1.32 -2.08 -0.68
H -2.05 -3.31 0.45
H -0.24 -1.99 3.17
H -1.88 -2.71 4.83
H -3.13 -4.65 5.75
H -3.46 -6.67 4.39
H -2.57 -6.77 2.08
H -1.17 -4.89 1.21
*
```

Its orbital gap (alpha / beta) is 0.1768 / 0.1768 Ha. As for the relative energy (zero: lowest compared OMol25 entry of this formula, charge and spin): 0.000 eV. Its strongest force on any atom is 0.060 hartree/bohr.

---

DFT (ωB97M-V/def2-TZVPD) results for a molecular structure, C33H56N13O2Sr.

```
! wB97M-V def2-TZVPD RIJCOSX def2/J DEFGRID3
* xyz 1 1
Sr -0.22 -0.08 0.47
C 1.93 1.99 4.33
N 0.58 1.83 3.80
C 0.01 0.51 4.00
C 0.07 2.68 2.86
N -0.62 2.21 1.87
C -1.53 3.11 1.17
C -1.13 3.30 -0.29
N -1.16 2.05 -1.06
C -2.54 1.71 -1.46
C -3.12 0.46 -0.81
N -2.36 -0.76 -1.04
C -2.88 -1.70 -1.78
N -2.39 -2.97 -1.71
C -2.36 -3.85 -2.86
C -1.78 -3.47 -0.49
N -3.93 -1.53 -2.66
C -5.00 -2.49 -2.75
C -4.00 -0.42 -3.59
C -0.26 2.15 -2.22
C 0.08 0.81 -2.86
N 0.81 -0.09 -1.98
C 1.97 -0.53 -2.38
N 2.83 0.17 -3.21
C 3.53 -0.46 -4.31
C 3.03 1.59 -3.05
N 2.42 -1.76 -1.99
C 3.83 -2.10 -1.87
C 1.49 -2.84 -1.71
N 0.34 4.01 3.10
C 0.35 4.55 4.45
C 0.70 4.94 2.06
H 2.54 1.13 4.03
H 1.92 2.05 5.42
H 2.39 2.89 3.93
H 0.50 -0.25 3.38
H -1.05 0.53 3.76
H 0.13 0.23 5.05
H -1.60 4.09 1.65
H -2.54 2.69 1.20
H -0.11 3.68 -0.33
H -1.77 4.06 -0.76
H -2.57 1.60 -2.55
H -3.20 2.55 -1.23
H -4.17 0.36 -1.11
H -3.14 0.64 0.28
H -2.61 -3.30 -3.76
H -3.06 -4.69 -2.76
H -1.35 -4.26 -2.99
H -0.86 -2.95 -0.22
H -1.54 -4.52 -0.62
H -2.48 -3.38 0.35
H -4.91 -3.23 -1.96
H -5.02 -3.01 -3.71
H -5.96 -1.99 -2.63
H -3.02 0.04 -3.70
H -4.72 0.35 -3.29
H -4.30 -0.80 -4.57
H 0.66 2.62 -1.88
H -0.70 2.82 -2.98
H 0.62 1.01 -3.79
H -0.85 0.31 -3.15
H 3.19 -1.48 -4.44
H 4.62 -0.47 -4.15
H 3.33 0.09 -5.23
H 2.67 1.90 -2.07
H 2.52 2.18 -3.82
H 4.10 1.81 -3.11
H 4.43 -1.19 -1.85
H 4.16 -2.73 -2.71
H 3.98 -2.64 -0.94
H 0.49 -2.53 -2.01
H 1.49 -3.11 -0.65
H 1.79 -3.72 -2.28
H -0.06 3.83 5.15
H -0.27 5.45 4.48
H 1.36 4.83 4.77
H 0.94 4.41 1.15
H 1.60 5.50 2.37
H -0.08 5.67 1.85
O 3.27 -2.82 1.29
C 2.53 -1.87 1.43
N 1.20 -1.85 1.72
C 0.65 -2.92 2.37
O 1.21 -3.92 2.80
C -0.85 -2.79 2.64
C -1.47 -3.80 3.36
C -2.83 -3.69 3.62
C -3.52 -2.58 3.15
C -2.82 -1.63 2.44
N -1.51 -1.72 2.18
C 3.13 -0.48 1.22
C 4.51 -0.34 1.24
C 5.06 0.91 1.07
C 4.22 2.00 0.85
C 2.85 1.76 0.83
N 2.31 0.56 1.01
H -0.87 -4.63 3.69
H -3.34 -4.46 4.18
H -4.58 -2.45 3.34
H -3.33 -0.75 2.05
H 5.11 -1.23 1.41
H 6.14 1.05 1.10
H 4.61 2.99 0.71
H 2.15 2.58 0.66
*
```

Its orbital gap is 0.3278 Ha. As for the relative energy (zero: lowest compared OMol25 entry of this formula, charge and spin): 0.000 eV. Its strongest force on any atom is 0.003 hartree/bohr.

---

DFT (ωB97M-V/def2-TZVPD) results for 12 unconnected molecules or ions with the total composition C36H90N6O18.

```
! wB97M-V def2-TZVPD RIJCOSX def2/J DEFGRID3
* xyz 0 1
C 5.37 2.58 -0.20
C 5.05 1.65 -1.35
C 4.19 2.25 -2.42
O 4.31 1.34 -3.52
C 3.12 0.79 -3.97
N 6.36 1.22 -2.01
H 6.77 0.58 -1.30
H 6.20 0.71 -2.94
H 6.98 2.04 -2.10
H 6.17 2.11 0.39
H 4.47 2.62 0.40
H 5.69 3.57 -0.64
H 4.63 0.70 -0.96
H 4.50 3.30 -2.69
H 3.18 2.33 -2.00
H 3.18 0.42 -4.97
H 2.40 1.57 -3.99
H 2.74 -0.05 -3.43
C -1.22 3.85 6.02
C 0.21 3.64 5.50
C 1.07 3.29 6.70
O 0.60 2.03 7.22
C 1.13 1.83 8.51
N 0.20 2.52 4.47
H 1.09 2.62 4.02
H 0.28 0.49 4.91
H -0.46 2.72 3.74
H -1.93 3.92 5.18
H -1.31 4.68 6.67
H -1.49 2.94 6.53
H 0.66 4.54 5.06
H 1.03 4.07 7.47
H 2.11 3.15 6.44
H 0.92 2.63 9.24
H 2.21 1.71 8.47
H 0.71 0.89 8.84
C -3.21 6.34 -1.66
C -3.89 5.07 -2.17
C -2.96 3.94 -2.58
O -2.04 3.62 -1.51
C -0.99 2.87 -2.10
N -4.84 4.66 -1.08
H -4.05 4.00 0.82
H -5.65 5.28 -1.07
H -5.30 3.71 -1.18
H -2.68 6.08 -0.75
H -3.86 7.17 -1.56
H -2.49 6.71 -2.42
H -4.46 5.31 -3.08
H -2.45 4.15 -3.52
H -3.53 2.98 -2.82
H -0.12 2.75 -1.46
H -0.63 3.26 -3.06
H -1.29 1.84 -2.35
C -3.39 0.31 -1.40
C -4.17 -0.84 -0.84
C -3.43 -1.78 0.10
O -3.76 -1.60 1.53
C -2.94 -2.32 2.39
N -5.55 -0.65 -0.19
H -6.33 -1.08 -0.72
H -5.45 -0.99 0.80
H -5.73 0.38 -0.07
H -2.84 -0.12 -2.24
H -2.63 0.76 -0.83
H -4.03 1.06 -1.91
H -4.34 -1.43 -1.73
H -2.35 -1.59 0.06
H -3.72 -2.78 -0.19
H -2.00 -2.50 1.85
H -3.28 -3.28 2.73
H -2.76 -1.75 3.30
C 0.99 -8.06 -4.14
C 0.91 -6.63 -3.73
C 2.07 -6.30 -2.88
O 1.81 -5.04 -2.21
C 2.92 -4.44 -1.63
N 0.79 -5.65 -4.76
H 0.73 -6.02 -5.67
H -0.08 -5.07 -4.54
H 1.94 -4.32 -4.91
H -0.02 -8.43 -4.36
H 1.41 -8.81 -3.43
H 1.56 -8.18 -5.08
H 0.05 -6.54 -3.07
H 3.00 -6.17 -3.43
H 2.20 -7.12 -2.11
H 3.48 -5.04 -0.88
H 2.59 -3.53 -1.16
H 3.63 -4.22 -2.45
C -0.38 0.81 1.73
C 0.51 -0.35 1.27
C 0.84 -0.24 -0.24
O -0.37 -0.41 -0.95
C -0.14 -1.25 -2.14
N 1.75 -0.28 2.05
H 2.20 0.68 1.99
H 1.50 -0.51 3.02
H 2.79 -1.21 1.34
H -0.71 0.55 2.74
H -1.21 0.91 1.00
H 0.21 1.75 1.79
H 0.09 -1.36 1.48
H 1.57 -1.05 -0.43
H 1.38 0.68 -0.41
H -1.12 -1.32 -2.62
H 0.05 -2.28 -1.80
H 0.58 -0.90 -2.78
C 4.60 -1.77 2.86
C 4.70 -1.68 1.35
O 3.51 -1.71 0.78
O 5.70 -1.72 0.66
H 5.63 -1.97 3.27
H 3.98 -2.56 3.21
H 4.33 -0.81 3.34
C -4.17 -4.26 -3.91
C -3.01 -3.62 -3.16
O -1.96 -4.27 -3.10
O -3.08 -2.40 -2.77
H -4.64 -3.55 -4.53
H -4.95 -4.40 -3.19
H -3.88 -5.10 -4.53
C -4.91 1.90 3.03
C -4.70 2.50 1.69
O -5.16 2.08 0.60
O -4.04 3.69 1.79
H -4.06 1.35 3.31
H -5.73 1.20 3.05
H -5.01 2.68 3.77
C 0.30 -2.67 4.52
C -0.33 -1.31 4.91
O -1.48 -0.98 5.00
O 0.64 -0.40 4.95
H 0.65 -3.24 5.39
H 1.11 -2.54 3.85
H -0.37 -3.29 3.99
C 0.59 4.67 0.92
C 1.77 3.68 0.73
O 2.35 3.69 -0.43
O 1.93 2.84 1.71
H -0.37 4.33 0.44
H 0.84 5.55 0.42
H 0.28 4.88 1.94
C 0.98 -2.11 -5.59
C 2.45 -2.55 -5.59
O 3.37 -1.78 -5.87
O 2.72 -3.81 -5.23
H 0.94 -1.10 -6.01
H 0.58 -2.06 -4.56
H 0.34 -2.88 -6.00
*
```

Its orbital gap is 0.2782 Ha. As for the relative energy (zero: lowest compared OMol25 entry of this formula, charge and spin): 0.000 eV. Its strongest force on any atom is 0.074 hartree/bohr.

---

DFT (ωB97M-V/def2-TZVPD) results for 2 unconnected molecules or ions with the total composition C2H11N3O.

```
! wB97M-V def2-TZVPD RIJCOSX def2/J DEFGRID3
* xyz 0 1
N 0.75 3.10 -0.40
C -0.36 2.15 -0.50
N -0.49 1.37 -1.75
H 0.63 3.84 -1.08
H 1.62 2.62 -0.59
H -1.27 2.71 -0.29
H -0.19 1.42 0.30
H 0.29 0.72 -1.79
H -0.30 2.07 -2.47
N -0.07 -1.80 0.36
C 0.17 -2.97 1.17
O 0.33 -2.61 2.50
H -0.09 -1.95 -0.64
H -0.99 -1.39 0.53
H 1.06 -3.46 0.79
H -0.62 -3.72 1.11
H -0.45 -2.10 2.75
*
```

Its orbital gap is 0.3682 Ha. As for the relative energy (zero: lowest compared OMol25 entry of this formula, charge and spin): 0.265 eV. Its SMILES is NCN.NCO. Its strongest force on any atom is 0.024 hartree/bohr.

---

In Eh, the DFT total energy values for the records above are, in order, -381.170329, -343.551526, -616.478028, -301.362511, -1855.127098, -4267.907974, -504.573746, -5716.206956, -2184.043441, -3108.405753, -322.274993.